(1)
{"formula": "C10H12O2", "method": "wB97M-V/def2-TZVPD", "symbols": ["C", "C", "C", "C", "C", "C", "C", "C", "C", "C", "H", "H", "H", "H", "H", "H", "H", "H", "H", "H", "H", "H", "O", "O"], "xyz": [[-1.290, 1.255, -3.171], [0.145, 0.687, -1.532], [1.548, 0.688, -1.159], [1.841, 0.253, 0.098], [0.797, -0.268, 0.911], [2.460, -0.675, 2.667], [-0.544, -0.201, 0.643], [-1.508, -0.705, 1.528], [-2.563, -1.374, 1.078], [-0.757, 0.361, -0.677], [-1.614, 2.557, -2.806], [-1.503, 1.090, -4.386], [-2.093, 0.422, -2.640], [2.209, 0.919, -1.954], [2.920, -0.067, 0.336], [2.438, -1.102, 3.703], [3.284, -1.165, 2.035], [2.603, 0.426, 2.673], [-1.413, -0.455, 2.588], [-3.493, -1.835, 1.636], [-2.798, -1.508, 0.043], [-1.843, 0.721, -0.836], [0.072, 0.879, -2.894], [1.101, -0.901, 2.116]], "forces_ev_per_a": [[-2.928, 0.198, -2.049], [7.116, 0.463, -2.496], [-2.605, -0.635, 0.534], [1.610, -1.705, -0.023], [1.201, -0.299, 2.001], [-0.729, -0.278, -0.694], [3.184, 1.888, -3.357], [-2.345, -0.416, 1.407], [-2.970, -1.042, 1.016], [-7.057, -0.175, 4.032], [1.128, -4.290, -1.049], [0.823, 0.844, 3.341], [2.292, 2.682, -1.547], [0.913, 0.244, -0.254], [-1.817, 1.058, -0.199], [0.043, 0.415, -1.078], [-1.282, 0.544, 0.980], [0.243, -0.664, 0.226], [0.199, -0.462, -0.278], [2.345, 1.239, -0.270], [0.683, -0.064, -0.755], [1.742, -1.221, 0.080], [-3.508, 1.458, 0.272], [1.720, 0.218, 0.162]], "lowdin_charge": [-0.153, -0.343, 0.025, -0.014, -0.233, -0.059, -0.173, -0.144, 0.021, -0.020, 0.181, 0.118, 0.121, 0.109, 0.129, 0.096, 0.098, 0.092, 0.123, 0.096, 0.042, 0.137, -0.123, -0.125], "e_above_lowest_kcal_mol": 108.8, "total_energy_ev": -14654.59351, "homo_lumo_gap_ha": 0.3191, "fmax_ev_per_a": 8.13, "e_lumo_ha": 0.028, "homo_ev": -7.92}

(2)
{"formula": "C41H63Cl5F4I3LiMgN2O12PS2", "method": "wB97M-V/def2-TZVPD", "symbols": ["C", "C", "C", "C", "C", "C", "C", "C", "C", "C", "C", "C", "C", "C", "C", "C", "C", "N", "C", "C", "O", "I", "C", "C", "Cl", "C", "C", "C", "C", "C", "C", "N", "C", "C", "I", "C", "C", "I", "C", "S", "H", "H", "H", "H", "H", "H", "H", "H", "H", "H", "H", "H", "H", "H", "H", "H", "H", "H", "H", "H", "H", "H", "H", "H", "H", "H", "H", "H", "H", "H", "H", "H", "H", "H", "H", "H", "H", "H", "H", "H", "H", "H", "H", "H", "Li", "C", "F", "F", "F", "S", "O", "O", "O", "Mg", "O", "C", "O", "C", "C", "C", "H", "H", "H", "H", "H", "H", "F", "O", "H", "H", "O", "H", "H", "C", "O", "P", "O", "O", "C", "O", "C", "H", "H", "H", "H", "H", "H", "H", "H", "H", "C", "Cl", "Cl", "Cl", "Cl"], "xyz": [[4.045, 1.367, 2.748], [5.021, 1.007, 1.633], [4.796, -0.432, 1.138], [5.268, -0.618, -0.303], [4.180, -0.450, -1.374], [4.272, -1.509, -2.462], [3.063, -1.470, -3.381], [2.514, -2.810, -3.795], [1.014, -2.755, -4.189], [0.130, -3.768, -3.453], [-1.364, -3.434, -3.408], [-1.939, -2.908, -2.125], [-3.225, -3.348, -1.740], [-3.785, -2.973, -0.557], [-3.064, -2.137, 0.291], [-1.794, -1.669, -0.057], [-1.255, -2.054, -1.274], [-1.012, -0.880, 0.834], [-0.065, -1.671, 1.628], [-0.646, -2.920, 2.273], [-0.899, -3.928, 1.724], [-0.974, -2.754, 4.421], [-1.728, 0.047, 1.654], [-1.130, 1.254, 1.996], [0.427, 1.628, 1.419], [-1.750, 2.130, 2.858], [-2.987, 1.840, 3.412], [-3.545, 2.815, 4.424], [-4.134, 4.146, 3.901], [-3.091, 5.237, 3.804], [-2.546, 5.706, 5.169], [-3.451, 5.409, 6.290], [-3.637, 0.657, 3.074], [-4.954, 0.201, 3.638], [-4.535, -0.405, 5.689], [-6.119, 1.198, 3.623], [-6.282, 1.928, 2.285], [-7.945, 0.053, 3.947], [-2.983, -0.214, 2.199], [-3.705, -1.734, 1.832], [3.182, 1.847, 2.308], [4.490, 2.029, 3.474], [3.709, 0.480, 3.268], [4.899, 1.672, 0.785], [6.031, 1.089, 2.024], [3.753, -0.690, 1.264], [5.416, -1.061, 1.768], [6.012, 0.177, -0.504], [5.742, -1.598, -0.433], [3.199, -0.448, -0.915], [4.316, 0.521, -1.835], [5.195, -1.338, -3.018], [4.384, -2.492, -2.008], [3.300, -0.863, -4.243], [2.241, -0.922, -2.851], [3.074, -3.182, -4.648], [2.638, -3.555, -3.011], [0.649, -1.736, -4.121], [0.968, -3.035, -5.239], [0.511, -3.974, -2.461], [0.201, -4.687, -4.066], [-1.885, -4.377, -3.552], [-1.628, -2.802, -4.244], [-3.775, -4.014, -2.383], [-4.748, -3.333, -0.260], [-0.273, -1.686, -1.530], [0.801, -1.951, 1.035], [0.296, -1.043, 2.426], [-1.218, 3.022, 3.123], [-2.690, 3.113, 5.027], [-4.214, 2.306, 5.095], [-4.929, 4.466, 4.559], [-4.484, 3.973, 2.897], [-2.311, 4.941, 3.125], [-3.579, 6.087, 3.342], [-1.539, 5.305, 5.301], [-2.437, 6.779, 5.111], [-3.219, 4.499, 6.668], [-3.281, 6.080, 7.026], [-5.311, -0.704, 3.179], [-6.122, 1.889, 4.444], [-6.512, 2.961, 2.499], [-5.380, 1.934, 1.684], [-7.118, 1.566, 1.713], [7.721, -0.447, -0.439], [-2.075, 3.090, -1.356], [-2.952, 3.012, -2.352], [-1.808, 1.821, -1.038], [-0.985, 3.708, -1.822], [-2.737, 3.966, 0.103], [-3.904, 3.158, 0.467], [-3.040, 5.272, -0.413], [-1.637, 3.876, 1.032], [0.578, -6.445, -5.164], [-6.570, -4.431, -1.611], [-7.304, -4.048, -0.741], [-8.404, -4.718, -0.353], [-9.130, -3.959, 0.645], [-8.093, -3.018, 1.243], [-7.174, -2.765, 0.059], [-9.940, -3.421, 0.148], [-9.557, -4.635, 1.377], [-8.514, -2.111, 1.663], [-7.542, -3.528, 2.034], [-7.510, -1.930, -0.558], [-6.147, -2.608, 0.368], [-0.976, -0.306, -1.014], [-2.508, 3.798, -5.243], [-3.274, 3.212, -5.212], [-2.355, 4.026, -4.319], [-9.207, -5.129, 3.596], [-9.436, -5.385, 4.495], [-8.284, -5.382, 3.496], [13.818, 2.709, -3.271], [12.485, 2.209, -3.474], [12.086, 0.767, -2.961], [10.672, 0.454, -3.183], [12.564, 0.727, -1.450], [11.950, 1.639, -0.534], [13.119, -0.221, -3.617], [12.822, -0.741, -4.928], [13.746, 3.679, -2.784], [14.415, 2.039, -2.654], [14.297, 2.827, -4.240], [11.023, 2.050, -0.934], [12.640, 2.453, -0.320], [11.742, 1.100, 0.389], [13.756, -0.795, -5.479], [12.124, -0.100, -5.466], [12.399, -1.737, -4.830], [-4.297, -0.141, -4.209], [-3.978, -1.838, -4.540], [-4.747, 0.700, -5.693], [-5.577, 0.026, -3.001], [-2.836, 0.497, -3.526]], "forces_ev_per_a": [[0.096, 0.096, -0.381], [-0.449, -0.487, 0.174], [1.096, 0.538, 0.099], [-0.160, -0.009, 0.008], [0.678, -0.009, -0.171], [0.136, 0.085, 0.122], [-0.734, 0.729, 0.828], [-0.577, -0.429, -0.475], [0.526, -0.365, -0.135], [-0.147, 0.592, -0.431], [0.254, -0.583, 0.178], [-1.304, -0.189, -0.224], [1.886, 0.109, -1.503], [0.498, 0.946, 1.714], [-1.762, 0.862, 0.062], [0.796, 1.129, 3.635], [2.503, -2.152, -2.446], [-2.618, -2.785, 2.993], [1.314, 0.838, -0.082], [-0.331, -0.269, 0.990], [-0.057, -0.136, -0.568], [0.149, 0.108, -0.445], [0.145, 0.419, 0.099], [-0.020, -0.342, 0.352], [0.645, 0.042, -0.313], [0.191, -0.592, 0.019], [-0.507, 0.520, 0.385], [0.541, 0.292, 0.000], [0.485, -0.751, -0.386], [-0.633, 0.456, 0.585], [-0.021, -0.223, -0.382], [0.345, 0.076, -0.146], [0.063, -0.188, -0.292], [-0.011, 0.804, 0.915], [-0.135, -0.341, -0.010], [-0.451, -0.547, -0.766], [0.052, 0.278, 0.343], [0.100, 0.073, 0.277], [-0.085, -0.148, -0.575], [-0.814, -0.852, 0.230], [-0.327, 0.134, 0.134], [0.037, 0.302, 0.193], [-0.063, -0.244, 0.225], [0.083, 0.402, -0.054], [0.356, 0.112, -0.195], [-0.226, -0.301, -0.145], [-0.312, -0.414, 0.347], [0.037, 0.208, -0.017], [0.019, -0.209, -0.025], [-0.205, -0.099, 0.195], [-0.282, 0.329, -0.120], [0.127, -0.070, -0.172], [-0.141, -0.209, 0.145], [-0.101, 0.193, -0.381], [0.575, -0.306, -0.305], [0.215, -0.168, -0.062], [0.099, 0.012, 0.265], [-0.204, 0.199, 0.148], [-0.239, 0.260, -0.292], [0.114, -0.220, 0.312], [0.043, 0.474, 0.898], [-0.218, -0.112, -0.295], [-0.014, 0.252, -0.197], [-0.115, -0.198, -0.135], [-0.056, -0.281, -0.061], [0.704, -1.931, -0.118], [0.018, -0.367, -0.320], [0.121, 0.340, 0.057], [-0.024, 0.220, 0.110], [0.223, -0.199, 0.326], [-0.291, -0.094, 0.182], [-0.295, 0.007, 0.029], [-0.534, 0.027, -0.366], [0.494, -0.054, -0.222], [-0.123, 0.214, -0.257], [0.159, -0.112, 0.256], [0.131, 0.334, 0.075], [-0.156, -0.031, 0.142], [-0.067, -0.023, 0.135], [0.077, -0.223, -0.164], [0.188, 0.148, 0.335], [-0.032, 0.390, 0.000], [0.192, -0.055, -0.126], [-0.087, -0.349, -0.331], [0.002, -0.087, -0.183], [-0.425, 0.302, 0.435], [-0.502, 0.646, -0.412], [0.622, 0.126, 0.143], [0.261, -0.368, -0.051], [-1.469, 0.087, -0.276], [0.723, 0.147, -0.055], [0.108, 0.052, 0.084], [0.485, 0.284, 0.107], [0.137, -0.731, -0.493], [0.141, -0.143, 0.079], [-0.134, 0.218, -0.131], [0.110, 0.036, -0.016], [-0.045, 0.158, 0.076], [-0.025, 0.051, -0.023], [-0.241, -0.199, 0.338], [0.058, 0.010, -0.081], [0.037, -0.162, -0.101], [-0.126, 0.001, 0.047], [-0.036, 0.014, 0.048], [0.094, 0.012, -0.054], [-0.172, 0.286, -0.094], [-0.742, 3.766, -3.719], [-0.105, -0.158, -0.014], [0.133, 0.121, -0.012], [-0.014, 0.042, -0.008], [0.075, 0.000, 0.060], [-0.036, 0.008, -0.019], [-0.024, -0.054, 0.051], [0.153, 0.082, -0.053], [-0.348, 0.015, 0.053], [0.281, 0.081, -0.107], [-0.299, 0.151, 0.141], [0.049, -0.236, 0.007], [0.035, 0.070, 0.037], [0.028, -0.072, 0.215], [0.030, -0.094, -0.148], [-0.057, 0.006, -0.017], [-0.037, -0.049, -0.003], [-0.027, -0.023, -0.021], [0.007, 0.000, -0.034], [-0.010, 0.017, 0.000], [0.053, -0.037, -0.005], [0.047, 0.021, 0.072], [-0.020, 0.022, 0.034], [-0.034, 0.013, 0.034], [-0.087, 0.003, 0.154], [-0.628, -0.425, -0.483], [0.022, -0.041, 0.082], [-0.211, -0.093, -0.074], [0.580, 0.238, -0.033]], "lowdin_charge": [-0.089, -0.252, -0.207, -0.260, -0.192, -0.211, -0.210, -0.204, -0.198, -0.268, -0.174, -0.176, 0.022, -0.030, -0.372, -0.157, 0.006, 0.026, -0.143, -0.793, 0.062, 0.874, -0.231, -0.570, 0.829, -0.036, -0.134, -0.136, -0.178, -0.187, -0.266, 0.003, -0.279, -0.742, 0.890, -0.769, -0.140, 0.873, -0.365, 1.159, 0.039, 0.075, 0.074, 0.108, 0.101, 0.105, 0.111, 0.062, 0.101, 0.111, 0.125, 0.117, 0.109, 0.122, 0.117, 0.110, 0.102, 0.108, 0.094, 0.109, -0.181, 0.106, 0.071, 0.126, 0.078, 0.152, 0.142, 0.079, 0.116, 0.111, 0.035, 0.106, 0.085, 0.079, 0.115, 0.098, 0.103, 0.058, 0.065, -0.022, 0.040, 0.082, 0.051, 0.037, 0.867, -0.691, 0.059, 0.051, 0.133, 0.476, -0.317, -0.282, -0.345, 0.414, 0.110, -0.481, 0.046, -0.128, -0.159, -0.074, 0.133, 0.101, 0.065, 0.109, 0.139, 0.064, -0.145, -0.067, -0.010, 0.013, -0.049, 0.047, 0.040, -0.074, -0.207, 0.312, -0.246, -0.217, -0.090, -0.205, -0.068, 0.093, 0.089, 0.095, 0.083, 0.094, 0.086, 0.093, 0.089, 0.092, -2.031, 0.607, 0.580, 0.551, 0.645], "total_energy_ev": -205470.06086, "homo_lumo_gap_ha": 0.1000, "fmax_ev_per_a": 5.35, "charge": 1, "e_lumo_ha": -0.218, "homo_ev": -8.64}

(3)
{"formula": "C2H9N3", "method": "wB97M-V/def2-TZVPD", "symbols": ["C", "N", "H", "H", "H", "N", "C", "N", "H", "H", "H", "H", "H", "H"], "xyz": [[-2.912, -0.250, 2.560], [-3.823, -0.139, 1.699], [-2.550, 0.640, 3.059], [-2.445, -1.196, 2.832], [-4.065, -1.044, 1.303], [3.021, 0.925, -1.165], [2.059, 0.128, -1.869], [1.091, -0.627, -1.081], [2.830, 1.902, -1.075], [3.397, 0.531, -0.319], [1.500, 0.815, -2.504], [2.491, -0.593, -2.571], [1.484, -1.095, -0.277], [0.368, 0.003, -0.756]], "forces_ev_per_a": [[0.111, -0.144, -0.013], [-0.203, 0.196, -0.146], [0.060, 0.165, 0.123], [0.068, -0.092, 0.083], [-0.028, -0.125, -0.050], [0.793, -0.210, -0.194], [-0.555, -0.214, -0.246], [-0.569, 0.372, -0.177], [-0.285, 0.175, 0.140], [-0.032, -0.046, 0.012], [-0.115, -0.066, -0.027], [0.540, 0.118, 0.296], [0.220, -0.006, -0.037], [-0.003, -0.123, 0.236]], "lowdin_charge": [-0.156, 0.013, 0.051, 0.059, 0.033, -0.007, -0.390, -0.017, 0.051, 0.057, 0.106, 0.095, 0.051, 0.052], "e_above_lowest_kcal_mol": 34.0, "total_energy_ev": -6689.03366, "homo_lumo_gap_ha": 0.3610, "smiles": "C=N.NCN", "fmax_ev_per_a": 0.84, "e_lumo_ha": 0.032, "homo_ev": -8.94}